# 1
ORCA calculation (ωB97M-V with the def2-TZVPD basis set) on a structure of composition C33H64BrO18PS6.

Calculated values
2S+1 ... 1
Charge ... 0

Geometry as XYZ:
```
123
Properties=species:S:1:pos:R:3:lowdin_charge:R:1
C -1.32948 -0.84496 -3.31210 0.07
C -1.20333 0.30850 -4.00905 -0.05
C -0.66221 1.55561 -3.38740 -0.51
O -0.35854 2.49039 -4.08679 0.09
O -0.53072 1.51214 -2.04240 -0.01
C -0.21945 2.78807 -1.46035 -0.18
C 1.30334 3.01459 -1.46989 -0.17
C 1.75381 4.08082 -0.44172 -0.19
C 2.95585 4.95327 -0.88969 -0.19
C 4.06585 4.20496 -1.66273 -0.18
C 4.47147 2.86717 -1.05562 -0.25
O 5.77484 2.48618 -1.61859 -0.20
P 6.05525 0.89616 -1.63510 0.28
O 7.45946 0.62639 -1.33568 -0.24
O 5.15094 0.16039 -0.50421 -0.11
O 5.74682 0.24645 -3.08530 -0.66
Br 4.12819 0.74939 -3.80644 0.86
H -1.80811 -0.88550 -2.33012 0.08
H -0.96869 -1.77398 -3.73537 0.04
H -1.51955 0.30684 -5.05260 0.11
H -0.51228 2.70108 -0.41129 0.10
H -0.77531 3.62004 -1.90306 0.13
H 1.72114 2.05189 -1.13086 0.11
H 1.69283 3.19097 -2.47954 0.11
H 1.92351 3.63934 0.54991 0.10
H 0.90146 4.77209 -0.31523 0.11
H 3.37794 5.43061 0.00567 0.11
H 2.60090 5.75652 -1.55048 0.11
H 3.81989 4.09624 -2.72543 0.11
H 4.96392 4.84452 -1.62569 0.12
H 4.49377 2.85566 0.04199 0.13
H 3.76642 2.09556 -1.38253 0.04
H 5.38567 0.59468 0.32904 0.09
C -5.84781 2.49796 -1.02867 -0.22
C -6.07781 3.37153 0.21118 -0.21
C -4.96671 3.04350 1.21636 -0.22
S -3.55692 2.50337 0.24287 0.66
O -3.30125 1.11528 0.53303 -0.31
O -2.51845 3.50324 0.31385 -0.33
C -4.36103 2.61313 -1.34923 -0.22
H -6.46242 2.81791 -1.86894 0.12
H -6.10089 1.45983 -0.80103 0.12
H -6.01980 4.42510 -0.07093 0.12
H -7.06227 3.20385 0.64668 0.11
H -4.68211 3.91244 1.80516 0.10
H -5.25024 2.22502 1.87601 0.10
H -3.99560 1.82072 -2.00004 0.11
H -4.12312 3.58846 -1.77432 0.11
C -2.05306 -5.13868 -0.02245 -0.21
C -1.63503 -6.26216 -0.98334 -0.21
C -1.87282 -5.75788 -2.41426 -0.22
S -1.70734 -3.97149 -2.33659 0.68
O -2.98830 -3.37322 -2.63543 -0.32
O -0.49653 -3.58529 -3.02588 -0.35
C -1.43050 -3.86520 -0.58137 -0.25
H -1.72096 -5.32941 0.99729 0.10
H -3.14266 -5.04906 -0.01105 0.12
H -0.57468 -6.48348 -0.84279 0.12
H -2.18864 -7.18208 -0.79532 0.11
H -1.14170 -6.15584 -3.11444 0.10
H -2.87955 -5.98707 -2.76062 0.10
H -1.88242 -2.96040 -0.19720 0.09
H -0.35610 -3.84702 -0.41654 0.11
C 0.46154 -0.87495 4.15436 -0.23
C -0.93757 -0.87606 4.77882 -0.21
C -1.84999 -1.68933 3.85308 -0.20
S -0.79358 -2.88171 3.02281 0.70
O -0.76878 -2.56750 1.61163 -0.33
O -1.09951 -4.20331 3.49307 -0.33
C 0.74062 -2.31959 3.75376 -0.22
H 1.21085 -0.50025 4.84934 0.10
H 0.46951 -0.23395 3.26757 0.12
H -0.89587 -1.34515 5.76388 0.12
H -1.31871 0.13541 4.91565 0.11
H -2.62065 -2.22331 4.40440 0.09
H -2.30738 -1.05955 3.09020 0.10
H 1.54915 -2.41878 3.03234 0.11
H 0.93813 -2.94105 4.62689 0.11
C 5.88703 1.81023 -7.30124 -0.23
C 6.17018 0.31545 -7.11422 -0.22
C 5.62895 -0.41320 -8.34994 -0.22
S 5.70372 0.76773 -9.70138 0.66
O 4.36007 1.06988 -10.12498 -0.32
O 6.72049 0.36153 -10.63779 -0.33
C 6.31529 2.13857 -8.72779 -0.23
H 6.42359 2.41797 -6.57313 0.12
H 4.81794 2.00175 -7.17879 0.11
H 7.24789 0.15667 -7.03567 0.12
H 5.71632 -0.06928 -6.20198 0.07
H 6.22892 -1.28376 -8.60385 0.10
H 4.58841 -0.70612 -8.21938 0.10
H 5.89580 3.06972 -9.10211 0.11
H 7.40125 2.15153 -8.82034 0.11
C 2.15725 4.85623 5.45643 -0.22
C 1.30073 4.28506 4.31900 -0.21
C 1.56177 2.77514 4.26203 -0.22
S 2.01377 2.28173 5.93022 0.66
O 3.38326 1.83556 5.92183 -0.31
O 0.95514 1.48066 6.49438 -0.33
C 1.95134 3.92017 6.64339 -0.23
H 1.87416 5.87910 5.70158 0.12
H 3.20917 4.85837 5.16121 0.12
H 0.24516 4.46846 4.53120 0.12
H 1.52863 4.75849 3.36453 0.11
H 0.67777 2.22170 3.95307 0.09
H 2.39703 2.53640 3.60551 0.10
H 2.71847 4.01637 7.40844 0.11
H 0.96284 4.05264 7.08318 0.11
C -6.32131 -6.60707 4.55545 -0.22
C -6.66702 -5.15244 4.21406 -0.22
C -5.47405 -4.28609 4.63589 -0.22
S -4.02137 -5.34122 4.52609 0.67
O -3.48912 -5.52944 5.85231 -0.31
O -3.19140 -4.90496 3.43362 -0.34
C -4.89974 -6.82693 4.04906 -0.23
H -7.02053 -7.30690 4.09887 0.11
H -6.35800 -6.75070 5.63790 0.12
H -6.82719 -5.05950 3.13749 0.12
H -7.58179 -4.82831 4.70948 0.11
H -5.34136 -3.42930 3.97870 0.10
H -5.56735 -3.95119 5.66805 0.10
H -4.41467 -7.69644 4.48725 0.11
H -4.87402 -6.89035 2.96121 0.11
```

***

# 2
ORCA calculation (ωB97M-V with the def2-TZVPD basis set) on a cluster of 6 separate species, C33H65BBrI2O17 in total.

Calculated values
2S+1 ... 1
Charge ... -1

Geometry as XYZ:
```
119
Properties=species:S:1:pos:R:3:lowdin_charge:R:1
C 3.33370 4.12819 -0.20211 -0.11
C 2.23064 4.58531 -1.24486 -0.25
C 2.64798 3.95130 -2.62582 -0.21
C 1.42571 3.15686 -3.18594 -0.22
C 1.78863 2.17311 -4.34566 -0.21
C 2.28214 0.78460 -3.79874 -0.11
C 2.68652 -0.09109 -5.02625 -0.35
O 3.93256 -0.74855 -4.99713 -0.02
B 3.88403 -1.52522 -6.27710 -0.72
C 4.68425 -0.92582 -7.58117 -0.16
C 5.81306 -1.94107 -8.06879 -0.15
O 2.43763 -1.73314 -6.61155 -0.10
C 1.64284 -1.08778 -5.67722 -0.74
Br 0.30886 -0.11175 -6.79782 0.58
C 0.78647 -2.02861 -4.71267 -0.60
I -1.22833 -2.23785 -5.56844 0.66
C 1.39377 -3.49187 -4.57242 -0.70
C 2.16456 -3.71265 -3.24000 -0.19
I -0.24042 -4.98933 -4.52342 0.62
H 3.29539 3.02062 -0.21663 0.08
H 4.30161 4.43015 -0.64745 0.07
H 3.17351 4.52943 0.81091 0.05
H 1.26480 4.16003 -0.89764 0.08
H 2.12416 5.68266 -1.29416 0.09
H 3.55310 3.32150 -2.52197 0.10
H 2.84560 4.78997 -3.31831 0.11
H 0.69587 3.89279 -3.58832 0.11
H 0.91408 2.60259 -2.37153 0.10
H 2.68136 2.60703 -4.85168 0.12
H 1.01158 2.07907 -5.12161 0.06
H 1.55116 0.31448 -3.11632 0.10
H 3.22549 1.01184 -3.25812 0.12
H 2.80364 0.67131 -5.83813 0.12
H 4.30770 -2.61499 -5.96183 0.09
H 5.10018 0.09405 -7.44340 0.08
H 3.96640 -0.87391 -8.43340 0.08
H 5.96171 -2.77494 -7.36563 0.04
H 6.73870 -1.34059 -8.21105 0.05
H 5.54058 -2.35213 -9.06383 0.05
H 0.63997 -1.63151 -3.69515 0.07
H 2.02407 -3.79515 -5.42228 0.08
H 1.72008 -3.14463 -2.39721 0.08
H 3.22853 -3.40187 -3.31293 0.08
H 2.17512 -4.78827 -2.99003 0.03
C 0.45146 9.47735 3.00029 -0.06
C 0.20539 7.99990 3.23170 -0.23
O -0.87100 7.52043 2.41645 0.02
C -0.56277 7.30134 1.13227 -0.62
O 0.51522 7.45648 0.62524 0.12
O -1.67032 6.89866 0.50930 0.01
C -1.50596 6.71825 -0.89937 -0.03
H -0.47049 10.04434 3.14138 0.08
H 1.20955 9.85310 3.68842 0.08
H 0.79020 9.66379 1.98078 0.08
H -0.09429 7.83912 4.26749 0.12
H 1.10793 7.41036 3.06182 0.12
H -0.66701 6.05868 -1.11907 0.08
H -1.36891 7.68464 -1.38518 0.10
H -2.41763 6.26126 -1.27741 0.10
C 1.87590 -0.46181 4.20044 -0.05
C 0.45586 -0.18017 3.75300 -0.23
O 0.08389 1.17802 4.02677 0.04
C 0.56701 2.07643 3.16749 -0.61
O 1.24851 1.84422 2.20893 0.13
O 0.16671 3.28754 3.56390 0.02
C 0.69219 4.34527 2.76343 -0.03
H 2.00646 -0.19044 5.24994 0.08
H 2.11609 -1.51780 4.07310 0.08
H 2.59254 0.12542 3.62534 0.08
H -0.23082 -0.80599 4.31815 0.10
H 0.31296 -0.41225 2.69684 0.12
H 0.48800 4.18122 1.70551 0.10
H 1.76464 4.44264 2.93567 0.10
H 0.20677 5.26904 3.06749 0.08
C -2.34709 -6.54292 1.73158 -0.06
C -1.11116 -5.98164 2.40592 -0.20
O -0.96497 -4.58090 2.14273 0.05
C -1.75262 -3.77977 2.85605 -0.60
O -2.54624 -4.11853 3.69325 0.11
O -1.51928 -2.52594 2.46659 0.01
C -2.36417 -1.55734 3.08641 -0.05
H -2.33779 -6.31209 0.66519 0.09
H -2.39720 -7.62471 1.86106 0.08
H -3.25517 -6.10473 2.14723 0.07
H -0.22231 -6.46162 1.99761 0.13
H -1.11706 -6.17063 3.48075 0.10
H -2.33487 -1.64193 4.17230 0.10
H -3.38659 -1.66574 2.72394 0.10
H -1.99814 -0.57391 2.80549 0.09
C -6.21952 -3.50247 -4.13914 -0.07
C -5.11805 -2.46179 -4.09651 -0.22
O -5.64552 -1.16174 -3.79435 0.04
C -5.93820 -0.94965 -2.51433 -0.61
O -5.79102 -1.72597 -1.61020 0.12
O -6.44368 0.28388 -2.40765 0.00
C -6.88519 0.61166 -1.09303 -0.05
H -7.00977 -3.19481 -4.82710 0.08
H -5.82359 -4.46659 -4.45978 0.08
H -6.67951 -3.62877 -3.15808 0.07
H -4.65316 -2.38473 -5.07861 0.10
H -4.33389 -2.73314 -3.38904 0.12
H -6.09972 0.44127 -0.35783 0.09
H -7.77415 0.03185 -0.84238 0.10
H -7.14306 1.66868 -1.09042 0.09
C -1.27938 -5.93296 6.77224 -0.05
C -1.44735 -4.43491 6.61686 -0.21
O -1.31477 -3.76455 7.88012 0.04
C -0.06544 -3.61197 8.31420 -0.61
O 0.93296 -3.96347 7.74786 0.13
O -0.11461 -3.00646 9.50470 0.00
C 1.15970 -2.85930 10.12804 -0.05
H -1.96478 -6.31743 7.52996 0.08
H -1.47321 -6.44014 5.82683 0.07
H -0.26857 -6.18426 7.09676 0.08
H -2.45089 -4.21710 6.25716 0.12
H -0.74697 -4.02438 5.88846 0.12
H 1.87066 -2.36897 9.46436 0.10
H 1.53778 -3.83365 10.43865 0.10
H 1.02044 -2.23897 11.01085 0.09
```

***

So what do the calculations give for maximum force? Going down the list: 2.76 2.77 eV Å⁻¹.
So what do the calculations give for orbital gap? Going down the list: 7.64 6.09 eV.